# 1
Entry from OMol25: a cluster of 12 separate species, C39H111N15O12 in total in a non-equilibrium geometry (ωB97M-V/def2-TZVPD).

```
177
C39H111N15O12 | OMol25 | ωB97M-V/def2-TZVPD
C 6.63 -0.35 -3.17
C 5.88 -1.20 -4.16
C 6.67 -2.32 -4.74
O 6.77 -3.33 -3.75
C 7.68 -4.37 -4.06
N 4.59 -1.52 -3.61
H 6.90 -0.86 -2.24
H 6.05 0.51 -2.84
H 7.57 0.01 -3.59
H 5.72 -0.61 -5.06
H 7.66 -1.91 -4.94
H 6.19 -2.85 -5.57
H 7.65 -5.24 -3.41
H 8.66 -3.89 -4.02
H 7.41 -4.74 -5.05
H 4.21 -1.99 -4.42
H 4.94 -2.34 -3.13
C 2.47 -5.82 2.04
C 2.66 -4.53 1.25
C 3.36 -4.85 -0.04
O 3.57 -3.67 -0.80
C 4.90 -3.14 -0.55
N 1.33 -3.91 1.01
H 3.42 -6.10 2.49
H 2.18 -6.61 1.35
H 1.80 -5.63 2.88
H 3.23 -3.80 1.82
H 2.85 -5.63 -0.61
H 4.30 -5.33 0.21
H 5.57 -3.80 -1.10
H 5.30 -3.22 0.46
H 5.05 -2.15 -0.97
H 1.31 -3.05 0.47
H 0.79 -4.42 0.33
C 3.45 2.30 4.88
C 3.83 1.12 3.97
C 5.10 1.38 3.16
O 5.56 0.28 2.40
C 4.95 0.03 1.20
N 4.15 0.01 4.87
H 3.02 3.02 4.19
H 4.36 2.63 5.37
H 2.64 2.21 5.60
H 3.04 0.75 3.31
H 5.95 1.65 3.79
H 4.87 2.19 2.47
H 5.01 0.81 0.45
H 3.87 -0.07 1.25
H 5.48 -0.83 0.79
H 4.64 -0.55 4.18
H 4.97 0.28 5.40
C -2.40 -3.56 0.74
C -3.12 -2.92 -0.44
C -4.60 -3.35 -0.40
O -5.43 -2.78 -1.50
C -6.69 -3.37 -1.66
N -3.12 -1.47 -0.34
H -1.34 -3.32 0.76
H -2.43 -4.65 0.76
H -2.77 -3.32 1.74
H -2.69 -3.15 -1.42
H -5.21 -3.21 0.50
H -4.56 -4.42 -0.60
H -6.82 -4.24 -2.29
H -7.34 -2.57 -2.01
H -6.98 -3.67 -0.65
H -3.93 -1.07 -0.80
H -3.25 -1.25 0.64
C -3.33 2.16 1.09
C -4.19 1.27 1.97
C -5.41 0.67 1.33
O -6.21 1.79 0.81
C -7.28 1.47 -0.13
N -3.43 0.18 2.37
H -2.81 1.49 0.41
H -2.56 2.83 1.47
H -3.99 2.69 0.41
H -4.63 1.79 2.82
H -5.82 -0.03 2.07
H -5.13 0.02 0.51
H -7.36 1.85 -1.15
H -8.25 1.78 0.25
H -7.31 0.39 -0.23
H -2.57 0.33 2.88
H -4.05 -0.35 2.97
C 2.90 6.08 -0.26
C 2.93 5.68 -1.71
C 2.43 4.17 -1.84
O 2.88 3.56 -3.08
C 2.60 2.19 -3.31
N 2.11 6.56 -2.35
H 3.88 5.94 0.18
H 2.10 5.58 0.28
H 2.74 7.14 -0.05
H 3.91 5.71 -2.18
H 1.34 4.09 -1.84
H 2.71 3.56 -0.97
H 3.24 1.92 -4.15
H 1.55 1.97 -3.44
H 2.95 1.59 -2.47
H 1.24 6.11 -2.61
H 2.54 6.94 -3.18
C -2.00 7.11 5.99
C -2.15 6.82 4.55
C -0.95 6.04 4.07
O -1.13 5.58 2.76
C 0.02 5.18 2.07
N -3.40 6.19 4.25
H -2.79 7.65 6.51
H -1.00 7.44 6.29
H -2.22 6.12 6.40
H -2.22 7.75 3.99
H -0.70 5.17 4.68
H -0.05 6.64 4.16
H -0.08 5.06 0.99
H 0.17 4.20 2.53
H 0.95 5.75 2.19
H -3.68 5.67 5.07
H -3.19 5.61 3.45
C -4.20 -0.32 -4.42
C -5.20 0.54 -3.73
C -6.64 0.34 -4.33
O -6.97 -1.03 -4.39
C -8.11 -1.51 -5.14
N -5.08 0.65 -2.29
H -4.30 -1.26 -3.89
H -3.17 0.01 -4.30
H -4.40 -0.53 -5.47
H -4.98 1.57 -4.01
H -6.72 0.78 -5.32
H -7.38 0.87 -3.73
H -7.75 -1.81 -6.12
H -8.77 -0.65 -5.11
H -8.54 -2.27 -4.49
H -5.37 -0.24 -1.91
H -5.64 1.37 -1.86
C 0.36 -3.40 -2.83
C 1.13 -2.13 -3.17
C 0.33 -1.03 -3.74
O -0.03 -1.47 -5.07
C -0.71 -0.61 -5.93
N 1.86 -1.62 -1.98
H -0.46 -3.12 -2.16
H 1.02 -4.06 -2.26
H 0.01 -3.92 -3.72
H 1.91 -2.48 -3.84
H 0.83 -0.06 -3.74
H -0.59 -0.93 -3.17
H 0.03 -0.13 -6.57
H -1.33 0.09 -5.36
H -1.41 -1.16 -6.56
H 2.45 -2.36 -1.64
H 2.41 -0.84 -2.32
C -1.27 -4.03 4.57
O -1.10 -5.18 4.88
N -2.25 -3.28 4.93
N -0.60 -3.30 3.74
H -2.64 -3.51 5.83
H -1.98 -2.31 4.91
H 0.04 -3.88 3.22
H -0.84 -2.33 3.61
C -0.40 0.56 5.75
O -1.62 0.34 5.76
N 0.35 0.78 6.82
N 0.28 0.58 4.64
H 1.33 1.01 6.77
H -0.02 0.69 7.75
H 1.26 0.75 4.84
H -0.10 0.43 3.72
C 0.10 0.06 0.91
O -0.40 0.22 1.96
N 1.26 0.58 0.56
N -0.47 -0.68 -0.05
H 1.57 0.26 -0.34
H 1.60 1.35 1.13
H -1.41 -1.02 0.05
H -0.08 -0.68 -0.98
```

relative energy (zero: lowest compared OMol25 entry of this formula, charge and spin) = 171.1 kcal per mole
structure (SMILES) = COC[C@H](C)N.COC[C@H](C)N.COC[C@H](C)N.COC[C@H](C)N.COC[C@H](C)N.COC[C@H](C)N.COC[C@H](C)N.COC[C@H](C)N.COC[C@H](C)N.NC(N)=O.NC(N)=O.NC(N)=O
spin multiplicity = 1
DFT total energy = -3276.4767 hartree
frontier orbital gap = 8.9 eV

***

# 2
Entry from OMol25: the molecule C4H4O2 in a non-equilibrium geometry (ωB97M-V/def2-TZVPD).

```
10
C4H4O2 | OMol25 | ωB97M-V/def2-TZVPD
O 1.28 -0.46 -1.32
C 0.57 -0.81 -0.19
C 0.54 0.39 0.78
O 0.70 1.50 0.32
C -0.92 -0.67 -0.29
C -1.70 0.23 -0.05
H 1.22 0.51 -1.35
H 0.93 -1.76 0.21
H 0.26 0.20 1.83
H -2.29 1.07 0.24
```

relative energy (zero: lowest compared OMol25 entry of this formula, charge and spin) = 71.7 kcal per mole
structure (SMILES) = C#C[C@@H](O)C=O
spin multiplicity = 1
DFT total energy = -305.1652 hartree
frontier orbital gap = 10.5 eV